Version P
The following is a quantum chemistry calculation of C6H3NO in the gas phase, from OMol25.

The calculation puts the HOMO energy at -9.6 eV. The net charge is 0. The spin multiplicity is 1. The orbital gap comes out at 7.368 eV. As for the SMILES: N#CC1=CC(=O)C=C1.

Each atom is followed by the atoms it is bonded to, with distances in Å.
Geometry (Å):
1 N 1.03552 1.80113 -2.72064  C2 1.232
2 C 0.91674 1.14996 -1.68103  N1 1.232, C3 1.405
3 C 0.40068 0.40625 -0.60591  C2 1.405, C4 1.451, C8 1.464
4 C 0.92982 0.47045 0.74401  C3 1.451, C5 1.532, H9 1.045
5 C -0.11570 -0.33036 1.52693  C4 1.532, O6 1.264, C7 1.553
6 O -0.33389 -0.46283 2.76474  C5 1.264
7 C -0.91337 -1.13057 0.46096  C5 1.553, C8 1.408, H10 1.063
8 C -0.80125 -0.41666 -0.74773  C3 1.464, C7 1.408, H11 1.045
9 H 1.68688 1.16861 0.91892  C4 1.045
10 H -1.41718 -1.95527 0.90454  C7 1.063
11 H -1.38826 -0.70070 -1.56480  C8 1.045

natural (NBO) population analysis, charges in e, atoms 1 to 4: N -0.2447; C 0.2398; C -0.1122; C -0.2351

***

Version Q
The following is a quantum chemistry calculation of C6H3NO in the gas phase, from OMol25.

The calculation puts the HOMO energy at -9.9 eV. The net charge is 0. The spin multiplicity is 1. The orbital gap comes out at 8.485 eV. As for the SMILES: C#C/C(C=O)=C\C#N.

Each atom is followed by the atoms it is bonded to, with distances in Å.
Geometry (Å):
1 C -1.20670 2.00763 0.08099  C2 1.267, H9 1.006
2 C -0.42439 1.03764 -0.14564  C1 1.267, C3 1.384
3 C 0.44730 -0.03065 -0.26005  C2 1.384, C4 1.565, C6 1.326
4 C 1.97331 -0.01555 0.08462  C3 1.565, O5 1.213, H10 1.249
5 O 2.64341 -1.02487 0.02494  C4 1.213
6 C -0.27771 -1.12142 -0.05407  C3 1.326, C7 1.476, H11 1.205
7 C -1.74137 -1.13690 -0.24341  C6 1.476, N8 1.243
8 N -2.84453 -1.48308 0.21258  C7 1.243
9 H -1.65086 2.90540 -0.01608  C1 1.006
10 H 2.66828 0.96905 0.41439  C4 1.249
11 H 0.41326 -2.10726 -0.09827  C6 1.205

natural (NBO) population analysis, charges in e, atoms 1 to 4: C -0.1507; C -0.0551; C -0.1958; C 0.4151

***

The structure shown above that is most stable: version P.